Entry 1:
The following is a quantum chemistry calculation of a 2-piece molecular cluster, C36H55BBrN3O3SSi overall at a distorted geometry, from OMol25.

Geometry as XYZ:
```
101
Properties=species:S:1:pos:R:3:lowdin_charge:R:1
C 2.1825 -0.3144 9.3066 -0.120
C 3.1228 0.4017 8.2198 -0.274
N 3.7981 -0.5781 7.2612 -0.043
C 3.0369 -0.3901 5.9812 -0.204
C 1.5930 -0.9947 5.9804 -0.035
C 0.7425 -0.7890 4.7055 -0.598
Br -1.0847 -1.5166 4.6337 0.660
C 1.3443 -0.0130 3.5086 -0.412
C 2.7860 0.5778 3.4469 -0.159
C 3.6533 0.3698 4.7483 0.067
N 3.3640 1.3278 2.3286 -0.096
C 4.2703 0.5482 1.4530 -0.168
C 3.7229 0.0721 0.0283 -0.168
C 2.7209 -1.2203 0.0861 -0.198
C 1.4994 -1.0686 -0.9851 -0.220
C 0.3061 -2.1198 -0.7448 -0.226
C -0.8529 -2.0742 -1.8540 -0.214
C -1.7924 -0.7718 -1.8222 -0.247
C -2.3105 -0.3360 -0.3572 -0.283
Si -4.1868 0.1164 -0.3072 0.542
C -5.3501 -1.3011 -0.8528 -0.204
C -4.3678 1.7403 -1.3208 -0.195
C -4.5738 0.5468 1.5474 -0.213
C -4.2781 -0.4466 2.7344 -0.078
C -4.5950 -0.0862 4.2346 -0.094
C -5.1874 1.2874 4.6257 -0.084
C -5.5031 2.2855 3.4785 -0.081
C -5.1967 1.9263 1.9866 -0.074
C 2.4216 2.2167 1.6445 -0.099
C 2.9948 3.6033 1.1655 -0.105
O 4.3866 3.9358 1.3997 0.079
B 4.5085 4.3982 2.7708 -0.604
O 5.6521 3.9414 3.5461 0.096
O 3.5585 5.2407 3.4457 0.120
C 2.0432 4.6385 0.4713 0.022
C 0.5198 4.3212 0.2508 -0.045
C -0.0550 2.9316 0.7128 -0.068
C 0.8918 1.9138 1.4006 -0.338
S 0.2738 0.2628 2.0295 0.875
H 2.7324 -0.5391 10.3000 0.078
H 1.3579 0.4492 9.5857 0.080
H 1.6509 -1.2536 8.9376 0.058
H 3.8734 1.0459 8.7929 0.113
H 2.4427 1.1272 7.6303 0.114
H 4.7403 -0.1588 7.1329 0.095
H 1.1148 -1.5369 6.8571 0.087
H 4.7170 0.7764 4.8613 0.101
H 5.2563 1.1242 1.2562 0.132
H 4.5946 -0.4039 2.0209 0.138
H 3.2768 0.8890 -0.6321 0.108
H 4.6481 -0.3220 -0.5499 0.117
H 2.3631 -1.4583 1.1430 0.083
H 3.3096 -2.1507 -0.2723 0.111
H 1.0919 0.0094 -1.0215 0.096
H 1.9058 -1.2753 -2.0513 0.119
H -0.1580 -2.0823 0.2998 0.077
H 0.7872 -3.1721 -0.8296 0.118
H -1.5467 -2.9780 -1.6327 0.115
H -0.4886 -2.2243 -2.9288 0.098
H -2.7278 -0.9069 -2.4756 0.091
H -1.1730 0.1073 -2.2510 0.112
H -1.7568 0.6489 -0.1002 0.047
H -2.1079 -1.1335 0.4438 0.067
H -5.5527 -1.1778 -1.9731 0.036
H -6.3359 -1.1808 -0.2618 0.051
H -4.8570 -2.3138 -0.6534 0.044
H -5.0923 2.5021 -0.8784 0.021
H -4.7465 1.4770 -2.3673 0.040
H -3.3245 2.2392 -1.3665 0.047
H -3.8100 -1.4472 2.4273 0.078
H -4.3231 -0.9022 4.9976 0.073
H -5.3643 1.5072 5.7328 0.087
H -5.9582 3.2947 3.8016 0.087
H -5.4639 2.7470 1.2269 0.070
H 5.3729 3.7488 4.4709 0.098
H 3.5242 4.9714 4.3985 0.118
H 2.4813 5.6501 0.1428 0.110
H -0.2034 5.0805 -0.2269 0.093
H -1.1681 2.7151 0.5659 0.080
C 0.3619 -2.3423 -9.8681 -0.093
C -0.7956 -2.2562 -8.8793 -0.273
N -0.5831 -3.0000 -7.6405 -0.193
C -1.7872 -3.0899 -6.8148 -0.249
C -2.3497 -1.7923 -6.2375 -0.090
C 0.6433 -2.6915 -6.9100 -0.248
C 0.8470 -1.2487 -6.4474 -0.086
H 0.5710 -3.3790 -10.1440 0.079
H 0.1061 -1.7965 -10.7804 0.073
H 1.2758 -1.8939 -9.4712 0.063
H -1.6770 -2.6665 -9.3852 0.117
H -1.0108 -1.1988 -8.6852 0.095
H -1.6082 -3.7927 -5.9932 0.111
H -2.5730 -3.5611 -7.4165 0.108
H -1.7668 -1.4446 -5.3827 0.044
H -3.3676 -1.9668 -5.8728 0.072
H -2.4027 -0.9902 -6.9762 0.067
H 1.4972 -2.9744 -7.5346 0.100
H 0.7227 -3.3544 -6.0402 0.113
H 0.5558 -0.5185 -7.2060 0.070
H 1.9042 -1.0800 -6.2233 0.073
H 0.2951 -1.0388 -5.5328 0.045
```

Calculated values
HOMO level: -7.77 eV
net charge: 0
structure (SMILES): CCNc1cc(Br)c2c(c1)N(CCCCCCCC[Si](C)(C)c1ccccc1)c1c(OB(O)O)cccc1S2.CCN(CC)CC

***

Entry 2:
The following is a quantum chemistry calculation of C36H55BCrF2N4O4Si5Te as an isolated structure at a distorted geometry, from OMol25.

Geometry as XYZ:
```
109
Properties=species:S:1:pos:R:3:lowdin_spin:R:1
Cr -17.0746 3.2144 15.4831 2.788
C -17.5314 3.3592 19.9426 0.003
O -16.7349 4.4537 19.5235 0.031
C -16.4744 4.2320 18.1496 0.155
N -17.0789 3.1823 17.6429 0.187
C -18.0402 2.7031 18.6232 0.022
C -18.2182 1.1990 18.5845 0.004
C -18.7971 0.6696 17.4553 0.003
C -19.1781 -0.6588 17.4008 0.001
C -18.8743 -1.5313 18.4477 0.000
C -18.2248 -1.0421 19.5701 0.000
C -17.9593 0.3252 19.6413 0.000
C -15.7171 5.0940 17.3574 0.154
C -14.9510 6.2721 17.6327 0.079
C -14.2260 6.7630 16.6013 0.049
C -14.0741 6.1728 15.3505 0.148
C -14.9063 5.1101 15.1369 0.021
N -15.7268 4.6430 16.0367 0.117
C -15.1228 4.2652 13.8559 0.007
N -16.5546 3.9644 13.8059 0.065
C -17.0035 4.2954 12.5153 0.015
C -15.7030 4.5391 11.7292 0.001
O -14.7564 4.9573 12.6893 0.000
C -17.9611 5.4774 12.3325 0.006
C -18.3547 5.7442 11.0065 0.001
C -19.2796 6.7338 10.6731 0.000
C -19.7904 7.5205 11.7446 0.000
C -19.3348 7.2738 13.0270 0.000
C -18.4195 6.2981 13.3356 0.000
H -18.3628 3.6896 20.6090 0.001
H -16.9344 2.6593 20.5698 0.001
H -18.9485 3.2429 18.3683 0.007
H -19.0048 1.2609 16.5372 0.003
H -19.5014 -1.0045 16.4012 0.000
H -18.9353 -2.5902 18.2696 0.000
H -18.0610 -1.7410 20.4613 0.000
H -17.4366 0.6892 20.5269 0.000
H -15.0979 6.7390 18.5820 0.004
H -13.5936 7.6373 16.8085 0.000
H -13.2924 6.3319 14.6434 0.010
H -17.6027 3.4051 12.1483 0.002
H -15.8882 5.3466 11.0525 0.000
H -15.3132 3.6935 11.2753 0.000
H -17.9449 5.1257 10.1977 0.000
H -19.5682 6.8704 9.6652 0.000
H -20.5046 8.3071 11.6429 0.000
H -19.7165 7.9457 13.8258 0.000
H -18.0507 6.1800 14.3643 0.000
O -14.5706 0.3283 16.5650 0.005
C -14.9105 1.2091 15.8428 0.011
N -15.3960 2.0458 15.0894 0.015
F -13.1268 2.8122 14.5006 0.003
B -14.3893 2.8351 13.9597 0.004
F -14.3994 2.1159 12.7950 0.001
C -20.2954 5.9435 16.3756 0.001
Si -20.3990 4.2227 15.7128 0.011
C -21.3869 4.1937 14.1336 0.002
C -21.5407 3.1701 16.8056 0.001
O -18.8629 3.5992 15.6023 0.055
H -21.2506 6.5119 16.3653 0.000
H -19.5737 6.6836 16.0340 0.000
H -20.1731 5.9212 17.4299 0.000
H -21.1695 3.3641 13.4808 0.000
H -21.2674 5.1438 13.5782 0.000
H -22.4254 4.1753 14.5271 0.000
H -22.4844 3.7011 16.7555 0.000
H -21.3731 3.1412 17.8739 0.000
H -21.6641 2.1995 16.3621 0.000
C -18.3024 -4.2073 10.5332 0.000
Si -18.3244 -2.6995 11.7249 0.000
C -18.8358 -3.2419 13.3929 0.000
C -16.4675 -2.4312 11.8314 0.000
Si -19.7644 -0.8605 11.1677 0.000
Te -20.0721 0.5851 13.1277 0.002
Si -21.6481 -2.1281 10.4553 0.000
C -21.8724 -3.7426 11.2791 0.000
C -23.3650 -1.2681 10.5596 0.000
C -21.3973 -2.5358 8.6847 0.000
Si -18.6820 0.2594 9.4389 0.000
C -18.2747 -0.8526 7.9527 0.000
C -19.3507 1.7819 8.6057 0.000
C -17.0459 0.6965 10.2838 0.000
H -17.3722 -4.6516 10.8201 0.000
H -18.3175 -3.9331 9.4912 0.000
H -19.0812 -4.9354 10.7527 0.000
H -18.1029 -3.8325 13.9708 0.000
H -19.6935 -3.8955 13.4106 0.000
H -19.0242 -2.2830 13.8550 0.000
H -16.0045 -3.4140 11.9269 0.000
H -16.0266 -1.7505 12.6673 0.000
H -16.0331 -2.0804 10.8663 0.000
H -21.5889 -3.7126 12.4075 0.000
H -21.2654 -4.6142 10.8412 0.000
H -22.9246 -4.0599 11.2224 0.000
H -23.2827 -0.5645 11.3298 0.000
H -24.2464 -1.8919 10.7630 0.000
H -23.5746 -0.7309 9.6558 0.000
H -20.3386 -2.6680 8.5638 0.000
H -21.6002 -1.6272 8.0219 0.000
H -22.0303 -3.3291 8.3845 0.000
H -17.4697 -1.6962 8.1327 0.000
H -17.9535 -0.2584 7.0607 0.000
H -19.2503 -1.3190 7.6451 0.000
H -19.9897 1.6274 7.7240 0.000
H -18.4005 2.3507 8.2397 0.000
H -19.8618 2.4287 9.3816 0.000
H -16.8383 -0.0066 11.0600 0.000
H -17.0163 1.6901 10.7131 0.000
H -16.2463 0.5626 9.4709 0.000
```

Calculated values
energy above the lowest of the compared OMol25 structures with the same formula, charge and spin: 186.7 kJ/mol
HOMO level (alpha / beta): -0.99 / -1.80 eV
expectation value of S²: 6.036
net charge: -2
spin multiplicity: 5

***

no.,calculated total energy (a.u.)
1,-5080.90112
2,-4909.67797